Record 1
Entry from the Open Molecules 2025 dataset: a cluster of 3 separate species, C12H27BNO8 in total (ωB97M-V with the def2-TZVPD basis set).

Gap between HOMO and LUMO   3.888 eV
HOMO level   -1.8 eV
Total charge   -1
E_LUMO   2.05 eV
Max |F|   0.73 eV/A
Relative energy (zero: lowest compared OMol25 entry of this formula, charge and spin)   0.0 kJ/mol
DFT total energy   -31430.765 eV

Structure (XYZ):
```
49
Properties=species:S:1:pos:R:3:nbo_charge:R:1
C 3.4465 -3.5905 3.0648 -0.61
C 2.7756 -2.3193 3.5832 -0.41
C 1.6302 -1.7551 2.6978 -0.21
C 1.9949 -1.8286 1.2103 -0.61
C 0.2373 -2.3352 3.0061 -0.83
C -0.3375 -1.6972 4.2567 -0.22
N -0.6976 -0.2586 4.1020 -0.88
B 0.1965 -3.8573 3.0879 1.05
O 0.1791 -4.6142 4.2715 -0.93
O 0.1596 -4.6916 1.9384 -0.95
H 2.7149 -4.3798 2.8799 0.21
H 4.1690 -3.9770 3.7893 0.19
H 3.9814 -3.4088 2.1295 0.19
H 2.3545 -2.5315 4.5712 0.20
H 3.5541 -1.5567 3.7332 0.17
H 1.5932 -0.6816 2.9308 0.18
H 1.1938 -1.3723 0.6252 0.21
H 2.1000 -2.8642 0.8719 0.19
H 2.9337 -1.3081 0.9761 0.17
H 0.3245 -1.7489 5.1502 0.12
H -1.2494 -2.2259 4.5521 0.17
H 0.0261 0.3349 4.4878 0.33
H -0.7256 -0.0674 3.1030 0.36
H 0.1689 -5.5494 4.0522 0.47
H 0.0750 -4.0770 1.2029 0.48
C -2.1267 2.1369 -2.0095 -0.25
O -2.4756 0.7555 -1.9163 -0.51
C -2.2065 0.2069 -0.7151 0.98
O -1.7285 0.8028 0.2138 -0.64
O -2.5595 -1.0655 -0.7548 -0.51
C -2.2934 -1.8171 0.4552 -0.28
H -2.3860 2.4413 -3.0193 0.19
H -2.6793 2.7240 -1.2769 0.18
H -1.0605 2.2790 -1.8405 0.19
H -2.8354 -1.3873 1.2955 0.20
H -1.2358 -1.8350 0.7203 0.24
H -2.6539 -2.8185 0.2388 0.18
C -1.0654 3.2688 -7.1013 -0.26
O -0.6175 4.6201 -6.9259 -0.50
C -0.5488 5.0065 -5.6525 0.98
O -0.8287 4.3305 -4.6975 -0.64
O -0.1167 6.2668 -5.6143 -0.50
C 0.0090 6.7997 -4.2890 -0.26
H -1.0659 3.1043 -8.1740 0.19
H -0.3887 2.5762 -6.6049 0.20
H -2.0658 3.1435 -6.6916 0.19
H 0.7194 6.2137 -3.7093 0.20
H -0.9545 6.7924 -3.7832 0.19
H 0.3661 7.8159 -4.4216 0.19
```

---

Record 2
Entry from the Open Molecules 2025 dataset: a structure of composition C4H8O2 (ωB97M-V with the def2-TZVPD basis set).

Gap between HOMO and LUMO   8.895 eV
HOMO level   -8.3 eV
E_LUMO   0.63 eV
Max |F|   3.74 eV/A
Relative energy (zero: lowest compared OMol25 entry of this formula, charge and spin)   538.9 kJ/mol
DFT total energy   -8367.697 eV

Structure (XYZ):
```
14
Properties=species:S:1:pos:R:3:nbo_charge:R:1
C -0.4982 -0.1456 1.3152 -0.79
C 0.6913 -0.6386 0.5138 -0.29
C 0.4709 -0.5997 -0.9733 0.03
O -0.8024 -0.6700 -1.5494 -0.71
C 0.8321 0.6559 -0.2603 0.11
O -0.4446 1.8134 -0.2946 -0.74
H -0.1407 0.1408 2.3073 0.22
H -0.8436 1.0839 0.6704 0.37
H -1.3361 -0.8385 1.3461 0.18
H 1.5238 -1.2812 0.8919 0.23
H 1.2523 -1.0062 -1.6143 0.19
H -1.3384 -1.2801 -1.0254 0.49
H 1.6589 1.3277 -0.3358 0.22
H -1.0253 1.4382 -0.9916 0.50
```

---

Record 3
Entry from the Open Molecules 2025 dataset: a cluster of 2 separate species, C2H6S in total (ωB97M-V with the def2-TZVPD basis set).

SMILES string   C=C.S
Gap between HOMO and LUMO   10.781 eV
HOMO level   -9.8 eV
E_LUMO   0.94 eV
Max |F|   0.63 eV/A
Relative energy (zero: lowest compared OMol25 entry of this formula, charge and spin)   94.7 kJ/mol
DFT total energy   -13005.412 eV

Structure (XYZ):
```
9
Properties=species:S:1:pos:R:3:nbo_charge:R:1
C -2.0114 0.1255 0.3846 -0.39
C -1.9291 1.2888 -0.2540 -0.39
H -2.7707 0.0047 1.1474 0.19
H -1.2815 -0.6622 0.2537 0.20
H -2.5763 2.0983 0.0585 0.19
H -1.2064 1.4573 -1.0398 0.19
S 1.7261 -0.7290 -0.0308 -0.28
H 1.4119 0.5266 0.2426 0.14
H 2.5546 -0.4033 -1.0209 0.14
```

---

Record 4
Entry from the Open Molecules 2025 dataset: the molecule C6H7NO (ωB97M-V with the def2-TZVPD basis set).

SMILES string   C1=C[C@@H]2O[C@@H]2[C@@H]2N[C@@H]12
Gap between HOMO and LUMO   9.935 eV
HOMO level   -8.9 eV
E_LUMO   1.01 eV
Max |F|   5.48 eV/A
Relative energy (zero: lowest compared OMol25 entry of this formula, charge and spin)   602.5 kJ/mol
DFT total energy   -9866.413 eV

Structure (XYZ):
```
15
Properties=species:S:1:pos:R:3:nbo_charge:R:1
C 1.4022 -0.4858 -0.3888 -0.17
C 1.0581 0.8263 -0.7822 -0.23
C -0.0906 1.5146 -0.1708 0.01
O -0.1285 1.4209 1.1209 -0.46
C -1.2417 0.8057 0.2767 0.03
C -0.9839 -0.6680 -0.1004 -0.16
N -0.5827 -2.1308 0.2394 -0.53
C 0.3117 -1.0963 0.5545 -0.12
H 2.3454 -1.1275 -0.7348 0.22
H 1.7338 1.3115 -1.5707 0.22
H -0.2435 2.5094 -0.4883 0.17
H -2.1095 1.4415 0.3048 0.22
H -1.1218 -0.8735 -1.1342 0.22
H -0.8670 -2.5143 1.2776 0.35
H 0.5181 -0.9336 1.5962 0.22
```

---

Record 5
Entry from the Open Molecules 2025 dataset: a structure of composition C25H20Cl3N4O6RuS (ωB97M-V with the def2-TZVPD basis set).

Gap between HOMO and LUMO (spin up / spin down)   7.265 / 7.167 eV
HOMO level (spin up / spin down)   -8.0 / -8.0 eV
E_LUMO (spin up / spin down)   -0.69 / -0.88 eV
Max |F|   0.71 eV/A
Relative energy (zero: lowest compared OMol25 entry of this formula, charge and spin)   121.8 kJ/mol
DFT total energy   -95478.990 eV
2S+1   2

Structure (XYZ):
```
60
Properties=species:S:1:pos:R:3:lowdin_spin:R:1
Ru -0.7196 -1.5058 0.8173 0.85
N 1.6903 5.4762 1.7914 0.00
C 0.7226 4.4960 1.7438 0.00
C -0.0700 4.2251 2.8655 0.00
C -1.0557 3.2594 2.8131 0.00
C -1.2654 2.5558 1.6347 0.00
C -0.5016 2.8293 0.5060 0.00
C 0.4891 3.7881 0.5595 0.00
S -2.4683 1.2840 1.5458 0.01
O -2.8672 1.1341 0.1821 0.00
O -3.4277 1.4754 2.5925 0.00
N -1.6155 -0.1034 1.8859 0.05
C -1.1382 -0.4334 3.1225 0.01
N -1.1168 0.3854 4.1669 0.00
C -0.5822 -0.1291 5.2678 0.00
C -0.0366 -1.4065 5.3421 0.00
C -0.0722 -2.1646 4.1870 0.00
N -0.6472 -1.7000 3.0859 0.00
H 2.0052 5.7832 2.6943 0.00
H 2.3920 5.4781 1.0725 0.00
H 0.0930 4.7814 3.7808 0.00
H -1.6642 3.0386 3.6785 0.00
H -0.6958 2.2859 -0.4094 0.00
H 1.0844 3.9985 -0.3211 0.00
H -0.5736 0.5191 6.1375 0.00
H 0.3941 -1.7852 6.2557 0.00
H 0.3454 -3.1629 4.1339 0.00
C -2.9107 -0.2736 -5.2689 0.00
O -1.8684 -1.2351 -5.3678 0.00
C -1.4470 -1.8157 -4.2306 0.00
C -0.4046 -2.7594 -4.3958 0.00
C 0.1086 -3.3799 -3.3005 0.00
C -0.3537 -3.0922 -1.9908 0.00
C 0.1700 -3.7755 -0.8537 0.00
C 0.9909 -5.0254 -0.9678 0.00
O -0.0311 -3.3921 0.3359 0.01
C -1.4121 -2.1355 -1.8421 0.00
O -1.9578 -1.8531 -0.7010 0.00
C -1.9516 -1.5213 -2.9850 0.00
H -3.1072 0.0583 -6.2839 0.00
H -2.5995 0.5738 -4.6551 0.00
H -3.8126 -0.7197 -4.8455 0.00
H -0.0403 -2.9630 -5.3923 0.00
H 0.9061 -4.0966 -3.4396 0.00
H 0.9703 -5.4864 -1.9486 0.00
H 0.6290 -5.7343 -0.2243 0.00
H 2.0211 -4.7766 -0.7035 0.00
H -2.7294 -0.7925 -2.8178 0.00
Cl 5.3030 2.2330 -1.0088 0.00
C 3.7607 1.4455 -0.8727 0.00
C 3.5554 0.5052 0.1169 0.00
C 2.3133 -0.0936 0.2238 0.00
Cl 2.1269 -1.3465 1.4325 0.01
C 1.2297 0.2163 -0.6162 0.00
O 0.0110 -0.2713 -0.5553 0.02
C 1.5228 1.1390 -1.6416 0.00
Cl 0.2905 1.5098 -2.7990 0.00
C 2.7518 1.7542 -1.7683 0.00
H 4.3485 0.2355 0.7988 0.00
H 2.9182 2.4658 -2.5641 0.00
```

---

Record 6
Entry from the Open Molecules 2025 dataset: a structure of composition C34H24AsN6O8OsS3 (ωB97M-V with the def2-TZVPD basis set).

Gap between HOMO and LUMO (spin up / spin down)   6.497 / 6.513 eV
HOMO level (spin up / spin down)   -9.5 / -10.7 eV
Total charge   +1
E_LUMO (spin up / spin down)   -3.02 / -4.20 eV
Max |F|   3.07 eV/A
Relative energy (zero: lowest compared OMol25 entry of this formula, charge and spin)   711.8 kJ/mol
DFT total energy   -156765.764 eV
2S+1   5

Structure (XYZ):
```
77
Properties=species:S:1:pos:R:3:lowdin_spin:R:1
Os -0.3095 0.7207 -0.9951 2.35
S -1.3607 -2.6057 4.9757 0.00
N -1.7046 -1.0609 4.6016 0.00
C -1.9720 -0.9994 3.3216 0.00
C -2.4424 0.1559 2.4854 0.00
C -2.3166 1.5553 3.0695 0.00
C -3.3337 2.3482 2.6735 0.00
C -3.5901 1.6682 0.4025 0.01
N -2.5192 1.0792 0.1058 0.09
C -1.8318 0.1514 1.0696 0.01
C -1.7291 -1.2248 0.5272 0.02
N -1.1496 -1.3362 -0.7053 0.04
C -1.1039 -2.5226 -1.3672 0.02
C -1.6266 -3.6753 -0.7746 0.00
C -1.9583 -3.6166 0.5527 0.01
C -2.0041 -2.3883 1.2548 0.00
C -1.9560 -2.2753 2.6754 0.00
N -1.5434 -3.2534 3.4656 0.00
H -1.5301 1.9033 3.7395 0.00
H -3.4952 3.3775 3.0317 0.00
H -3.8884 2.4898 -0.2226 0.00
H -0.6567 -2.4875 -2.3539 0.00
H -1.6360 -4.6399 -1.3317 0.00
H -2.0997 -4.4901 1.1401 0.00
C -7.3558 -0.6103 4.0265 0.00
C -6.2403 0.0563 3.1835 0.00
C -4.9522 -0.3643 3.2316 0.00
C -4.0120 0.0714 2.1767 0.00
C -4.2433 1.5103 1.7204 0.00
C -5.6724 1.8583 1.6777 0.00
C -6.6189 1.1292 2.2718 0.00
S 1.6174 2.6948 0.6230 0.51
O 2.3700 3.9085 0.5203 0.36
O -0.5354 0.6268 0.9731 0.12
N 1.1579 2.0352 -0.9761 0.22
C 1.7349 2.4298 -2.1806 0.00
C 2.9549 2.9831 -2.4765 0.06
C 3.2790 3.3282 -3.7959 -0.01
C 2.3722 3.2743 -4.8384 0.06
C 1.1387 2.6262 -4.5845 0.00
C 0.0476 2.5376 -5.4873 0.04
C -1.1259 1.9383 -5.1348 -0.01
C -1.2223 1.3600 -3.8623 0.04
N -0.2393 1.4199 -2.9772 0.01
C 0.8794 2.1797 -3.2679 0.02
H -7.1075 -0.7584 5.0538 0.00
H -7.6163 -1.5682 3.5427 0.00
H -8.2758 -0.0356 3.9966 0.00
H -4.6260 -0.9998 4.0794 0.00
H -4.1679 -0.5342 1.2573 0.00
H -6.0065 2.8060 1.1570 0.00
H -7.6625 1.3427 2.1564 0.00
H 3.7067 2.9973 -1.6761 0.00
H 4.2573 3.7327 -3.9337 0.00
H 2.6230 3.6365 -5.8694 0.00
H 0.1771 3.0212 -6.4483 0.00
H -1.9115 1.8780 -5.8557 0.00
H -2.0462 0.8058 -3.5128 0.00
O 5.1196 -3.3476 -2.7461 0.00
As 4.4308 -3.1696 -1.1672 0.00
O 3.6723 -4.4720 -0.6659 0.00
O 3.1512 -1.8892 -1.4017 0.00
C 5.7638 -2.3647 -0.0618 0.00
C 6.5459 -3.1040 0.8696 0.00
C 7.5273 -2.4033 1.5443 0.00
C 7.8910 -1.0807 1.1593 0.00
C 7.0605 -0.3531 0.3110 0.00
C 6.0207 -1.0221 -0.3058 0.00
S 4.9067 -0.0208 -1.2763 0.00
O 4.9376 1.3473 -0.7419 0.00
O 5.0424 -0.3082 -2.6877 0.00
O 3.4830 -0.6525 -0.7893 0.01
H 5.2300 -2.4949 -3.1662 0.00
H 6.3215 -4.1386 0.9869 0.00
H 8.0804 -2.8571 2.3290 0.00
H 8.7126 -0.5437 1.6307 0.00
H 7.1820 0.6837 0.0672 0.00
```